Entry 1:
The molecule CH3Cl2FN2O2S2 at a distorted geometry, computed with ωB97M-V/def2-TZVPD.

Geometry (Å):
N -1.4215 -0.8860 1.1203
S -1.6988 0.3944 0.0998
O -2.6013 -0.0993 -1.0001
O -1.9706 1.6090 0.8777
N -0.2823 0.4721 -0.6781
S 1.2415 1.2647 0.2330
C 2.4620 0.0476 -0.2947
F 3.6372 0.2911 0.3254
Cl 1.9466 -1.5487 0.1830
Cl 2.7576 0.1896 -2.0124
H -2.0037 -0.8961 2.0255
H -1.6797 -1.6909 0.6499
H -0.3868 0.8526 -1.5291

Cartesian forces, eV/Å:
N -0.80 2.04 2.97
S -3.05 -0.06 -0.76
O 2.02 1.67 2.74
O 0.35 -2.32 -1.19
N 3.93 -0.62 4.81
S -2.76 -0.42 -0.91
C -0.06 -0.44 -0.05
F -0.21 0.53 0.29
Cl 0.03 -0.63 -0.14
Cl 0.04 -0.25 -0.56
H 1.25 0.73 -1.87
H -0.34 -2.04 -1.43
H -0.39 1.82 -3.89

E (a.u.): -2116.454382
Largest force on an atom (eV/A): 6.2
SMILES: NS(=O)(=O)NSC(F)(Cl)Cl
LUMO (eV): -0.65

---

Entry 2:
The molecule C5H8O, computed with ωB97M-V/def2-TZVPD.

Geometry (Å):
C 1.5639 -0.0167 -0.8085
C 0.3958 -0.5596 -0.0773
C -0.7738 -0.6298 -0.6968
C -1.6740 0.2518 0.0864
O -1.1877 0.2530 1.4156
C 0.1818 -0.1368 1.3666
H 1.2935 1.0493 -0.7596
H 1.6034 -0.2907 -1.8674
H 2.4997 -0.1833 -0.2909
H -0.9123 -0.7021 -1.7732
H -2.7333 0.0234 0.0600
H -1.4400 1.2061 -0.4174
H 0.3482 -0.9616 2.0741
H 0.8350 0.6970 1.6885

Cartesian forces, eV/Å:
C 0.37 -0.27 0.01
C 0.04 0.24 -0.03
C -0.03 0.22 -0.18
C -0.49 -0.41 0.01
O -0.22 -0.09 0.06
C 0.14 -0.11 -0.03
H 0.68 0.06 -0.16
H 0.10 -0.13 0.28
H 0.41 0.06 -0.19
H 0.20 -0.11 0.15
H -0.24 0.19 0.25
H -0.75 0.37 0.26
H -0.04 0.14 -0.11
H -0.17 -0.15 -0.32

E (a.u.): -270.473052
Largest force on an atom (eV/A): 0.9
SMILES: CC1=CCOC1
LUMO (eV): 1.02